a:
20
Properties=species:S:1:pos:R:3:lowdin_charge:R:1 method="wB97M-V/def2-TZVPD" charge=-1 multiplicity=1 e_homo_ev=-3.96
C 0.46947 0.16688 0.18598 -0.3596
C 1.42328 1.36233 0.05989 -0.7260
S 2.27577 1.73485 1.54331 0.5850
N -0.43296 -0.02258 -0.97693 -0.0956
C -1.65136 -0.80985 -0.63608 -0.4806
O -2.56313 -0.19453 0.15774 -0.2949
H -0.10627 0.34761 1.08247 0.0580
H 1.07472 -0.74832 0.29487 0.0989
H 2.02437 1.19242 -0.83524 0.0435
H 0.93170 2.29904 -0.32630 0.0816
H 1.97261 -0.07595 2.04994 0.1341
H -0.88007 0.90070 -1.07171 0.1113
H -1.29566 -1.79136 -0.23025 0.1094
H -2.09289 -1.00253 -1.63336 0.0891
H -2.13197 -0.10591 3.12346 -0.0082
H -2.05268 -0.32452 1.56864 -0.0191
O -1.53490 -0.48013 2.47135 -0.1888
H 2.30996 -0.59486 -2.22144 -0.0047
H 0.72628 -0.82338 -2.03118 -0.0120
O 1.53373 -1.02989 -2.57517 -0.1213

b:
20
Properties=species:S:1:pos:R:3:lowdin_charge:R:1 method="wB97M-V/def2-TZVPD" charge=-1 multiplicity=1 e_homo_ev=-4.07
C 0.78571 -1.27338 -0.55888 -0.3155
C 1.59441 -1.22714 0.73476 -0.4805
S 1.67568 -2.91692 1.59169 0.5927
N -0.54939 -0.71711 -0.36262 -0.0633
C -0.71737 0.69797 -0.82565 -0.4709
O 0.22398 1.10150 -1.69193 -0.2809
H 0.67519 -2.30037 -0.89391 0.0880
H 1.31471 -0.67204 -1.29570 0.0948
H 2.63555 -0.92622 0.74050 0.0486
H 1.12460 -0.66199 1.53621 0.0484
H 0.40818 -3.20486 1.36145 -0.1881
H -1.23295 -1.32351 -0.78547 0.0793
H -0.75273 1.37684 0.08188 0.0838
H -1.72083 0.81068 -1.26589 0.0929
H 0.80793 2.37520 -1.40573 -0.0168
H 0.99431 2.85683 0.02706 -0.0215
O 1.18247 3.22867 -0.85880 -0.2299
H -2.60977 0.32801 0.87292 -0.0121
H -2.69239 1.65372 1.47970 0.0341
O -3.14728 0.79411 1.51840 -0.0832

Referenced to the most stable arrangement, the calculated values in kcal/mol are a 35.7; b 0.0.

a:
16
Properties=species:S:1:pos:R:3:lowdin_charge:R:1 method="wB97M-V/def2-TZVPD" charge=0 multiplicity=1 e_homo_ev=-7.55
C -0.64096 0.96672 0.24512 -0.0274
C -1.83426 0.29699 -0.14479 -0.5043
C 3.58052 0.63358 -0.19663 -0.0661
C -3.41766 -1.29541 0.19705 -0.0096
N 0.29600 1.63931 0.46918 0.1897
N 2.31281 -0.05557 0.05860 -0.2888
N 2.05839 -1.21219 -0.02575 0.0496
O -2.26923 0.48548 -1.26944 0.1259
O -2.40666 -0.46314 0.78410 -0.0237
H 3.46197 1.12139 -1.09445 0.0428
H 3.84718 1.51022 0.54370 0.1318
H 4.32993 0.01874 -0.46027 0.0304
H -3.34240 -2.19813 0.93312 0.1480
H -3.22854 -1.39777 -0.82602 0.0681
H -4.26528 -0.65273 0.31025 0.0934
H 1.51818 0.60251 0.47623 0.0404

b:
16
Properties=species:S:1:pos:R:3:lowdin_charge:R:1 method="wB97M-V/def2-TZVPD" charge=0 multiplicity=1 e_homo_ev=-8.37
C -0.26393 2.01571 -0.03825 -0.0611
C -1.77382 -0.64286 0.00556 -0.3791
C -0.05579 -0.57030 0.20020 -0.1986
C 0.35591 0.67003 0.10496 -0.2162
N 0.58759 -1.77791 0.34020 0.0935
O -2.07454 -1.93445 -0.27126 0.0718
N 1.96364 0.82010 0.26798 -0.0046
N 2.71169 0.02584 -0.29434 0.0148
O -2.64539 0.16356 0.22751 0.0895
H -3.04845 -1.99088 -0.17825 0.1339
H 1.59740 -1.67296 0.21402 0.0633
H 0.16641 -2.49900 -0.24218 0.0956
H 3.71460 0.24090 -0.12932 0.0694
H -0.04859 2.42967 -1.02837 0.0834
H -1.34292 2.03026 0.10863 0.0650
H 0.15619 2.69228 0.71292 0.0795

c:
16
Properties=species:S:1:pos:R:3:lowdin_charge:R:1 method="wB97M-V/def2-TZVPD" charge=0 multiplicity=1 e_homo_ev=-7.61
C -0.46576 2.12232 -0.33460 -0.0147
N 0.07621 0.81327 0.01733 -0.0228
C 0.05905 -1.70188 0.09664 -0.4947
C 1.19586 0.34908 -0.30559 -0.1992
C -0.93400 -0.37124 0.72852 -0.3427
O 0.72211 -2.31138 1.10855 0.0674
N 2.39425 0.20481 -0.33349 0.2689
N -2.17599 -0.40610 0.39420 0.0223
O -0.09844 -2.20463 -0.99017 0.0672
H 1.06091 -3.16422 0.78356 0.1203
H 3.02727 0.04510 -1.10196 0.1051
H -2.33212 -0.33725 -0.61030 0.0313
H -0.69484 -0.36432 1.78912 0.1170
H -1.35396 1.97060 -0.94666 0.0873
H 0.26438 2.71786 -0.88004 0.0902
H -0.74493 2.63800 0.58489 0.0969

Referenced to the most stable arrangement, the calculated values in kcal/mol are a 51.3; b 0.0; c 34.3.

a:
15
Properties=species:S:1:pos:R:3:lowdin_charge:R:1 method="wB97M-V/def2-TZVPD" charge=0 multiplicity=1 e_homo_ev=-8.85
C 0.31610 -0.78791 0.24063 -0.7209
C 1.06199 0.51436 0.22706 -0.2635
C 0.59763 1.31513 -1.02371 -0.1334
C -1.60840 0.69685 -0.16544 -0.1409
C -0.75352 0.00789 0.94106 -0.2728
H 2.13074 0.54188 0.40978 0.1513
H 0.69586 0.66580 -1.92212 0.1302
H 1.20954 2.17661 -1.13721 0.1068
H -0.80015 2.50957 -0.25320 0.0950
H -2.48836 1.17121 0.25662 0.1154
H -1.98100 -0.06423 -0.89645 0.1302
H -1.34173 -0.43333 1.74058 0.1515
N -0.80558 1.71464 -0.85224 -0.0358
O 0.25382 0.95490 1.35414 -0.0543
S 0.53130 -2.29295 -0.27394 0.7411

b:
15
Properties=species:S:1:pos:R:3:lowdin_charge:R:1 method="wB97M-V/def2-TZVPD" charge=0 multiplicity=1 e_homo_ev=-7.52
C -1.27066 0.16622 -1.60439 -0.1650
C -0.47073 -1.48507 -0.01989 -0.0498
C 0.37857 -1.42954 1.07770 -0.0220
C 0.90189 -0.12747 1.00013 -0.4058
C 0.49886 0.53328 -0.11330 -0.5453
H -1.90606 -0.60455 -2.05474 0.1051
H -1.78515 1.21281 -1.45620 0.1197
H -0.66937 0.45246 -2.50556 0.0992
H -1.10202 -2.16374 -0.50056 0.0931
H 0.84553 -2.02598 1.97810 0.1494
H 1.33558 0.36685 3.11495 0.2748
H 1.39625 2.52234 0.42185 -0.1406
N -0.50079 -0.22819 -0.63568 -0.2296
O 1.68321 0.58930 1.93334 -0.1195
S 0.66489 2.22128 -0.63575 0.8362

Referenced to the most stable arrangement, the calculated values in kcal/mol are a 0.0; b 33.6.

a:
15
Properties=species:S:1:pos:R:3:lowdin_charge:R:1 method="wB97M-V/def2-TZVPD" smiles="CS[C@@H]1C=CNC1=O" charge=0 multiplicity=1 e_homo_ev=-8.53
C -1.86507 0.21347 -1.48481 -0.4202
C -0.25913 -0.47990 0.50343 -0.5158
C 0.28120 -0.30274 1.80515 -0.1360
C 1.58674 0.15753 1.63307 -0.0286
C 0.76393 0.00523 -0.53148 -0.4239
H -2.09706 -0.87778 -1.67845 0.0738
H -2.76264 0.66487 -1.87752 0.0257
H -0.97288 0.32441 -2.01476 -0.0249
H -0.27793 -1.54010 0.21390 0.1479
H -0.31836 -0.24629 2.65807 0.0876
H 2.31404 0.18269 2.34947 0.0718
H 2.75355 0.63852 -0.28428 0.1513
N 1.86066 0.57623 0.23632 0.1025
O 0.72046 -0.01085 -1.77769 0.0027
S -1.72750 0.69470 0.24958 0.8861

b:
15
Properties=species:S:1:pos:R:3:lowdin_charge:R:1 method="wB97M-V/def2-TZVPD" charge=0 multiplicity=1 e_homo_ev=-8.46
C -1.61025 -0.07694 -0.16910 -0.7994
C -0.71305 1.21901 -0.18324 -0.1505
C 0.84237 -0.07156 1.02300 -0.1431
C 0.44461 -1.17492 0.06225 -0.1675
C 1.12847 -0.20505 -0.97034 -0.1095
H -1.08031 1.93153 -0.94042 0.1274
H -0.87131 1.55114 0.88728 0.1266
H 1.76232 -0.32856 1.62566 0.1438
H 0.14895 0.16125 1.85872 0.1255
H 0.64812 -2.20827 0.19723 0.1314
H 2.25946 -0.25570 -1.02447 0.1333
H 0.63415 -0.11778 -2.02926 0.1558
N 0.74600 0.92606 -0.09213 -0.1169
O -1.03411 -1.25730 -0.24530 -0.0799
S -3.30543 -0.09295 0.00013 0.6229

Referenced to the most stable arrangement, the calculated values in kcal/mol are a 0.0; b 25.1.

a:
15
Properties=species:S:1:pos:R:3:lowdin_charge:R:1 method="wB97M-V/def2-TZVPD" charge=0 multiplicity=1 e_homo_ev=-9.60
C 3.01372 0.53366 -0.09715 -0.0852
C 1.67105 -0.08896 0.63973 -0.2371
C 1.01883 -1.16612 -0.18870 -0.1021
C -0.31091 -1.24863 -0.50997 -0.1037
C -1.35526 -0.34222 -0.10071 -0.8881
H 3.58672 -0.18178 -0.62446 0.0273
H 3.75377 0.96586 0.63725 0.0689
H 2.74969 1.43150 -0.77667 0.0848
H 1.03815 0.78875 0.92704 0.0611
H 1.99962 -0.68635 1.47966 0.0956
H 1.78408 -1.98178 -0.41763 0.1339
H -0.62739 -2.08553 -1.07316 0.0974
H -0.35120 1.31637 -1.17692 -0.0459
O -2.30052 -0.85076 0.51433 -0.0213
S -1.23461 1.31954 -0.09681 0.9145

b:
15
Properties=species:S:1:pos:R:3:lowdin_charge:R:1 method="wB97M-V/def2-TZVPD" charge=0 multiplicity=1 e_homo_ev=-8.66
C -2.65609 -0.29664 0.15984 -0.4173
C 0.32514 -0.37606 -0.18471 -0.6868
C 0.11549 1.09745 -0.16867 -0.1845
C 1.56445 -1.00893 -0.07886 -0.1460
C 2.87715 -0.26219 0.16236 -0.1875
H -2.50835 0.58616 0.87293 0.0380
H -3.58236 -0.84967 0.34115 0.0173
H -2.85047 0.29450 -0.89451 0.0704
H 1.05414 1.64677 -0.91435 0.1470
H -1.25299 1.49602 -0.59311 0.1580
H 0.05614 1.40475 1.23378 0.1923
H 1.42463 -2.20834 -0.15441 0.1395
H 2.58911 0.84118 0.30483 0.1070
O 4.00764 -0.90519 -0.01583 -0.0576
S -1.16363 -1.45982 -0.07044 0.8102

Referenced to the most stable arrangement, the calculated values in kcal/mol are a 0.0; b 99.5.

a:
5
Properties=species:S:1:pos:R:3:lowdin_charge:R:1 method="wB97M-V/def2-TZVPD" charge=0 multiplicity=1 e_homo_ev="-9.21 / -9.21"
N 0.83678 -0.78676 -0.50727 0.0661
N -0.48698 0.53927 -0.01880 -0.4339
O 0.33757 -1.40847 -1.29262 0.0742
Cl 0.35360 1.57735 1.17355 0.3660
H -1.04097 0.07861 0.64514 -0.0724

b:
5
Properties=species:S:1:pos:R:3:lowdin_charge:R:1 method="wB97M-V/def2-TZVPD" smiles="[O-]/[NH+]=N/Cl" charge=0 multiplicity=1 e_homo_ev=-10.41
N -0.22596 0.66000 -0.49278 -0.4215
N 0.03307 -0.48091 -0.22699 -0.4058
O -0.05861 -1.41534 -0.93493 0.0136
Cl -0.11129 1.87854 0.68683 0.5772
H 0.36279 -0.64229 0.96788 0.2366

Referenced to the most stable arrangement, the calculated values in kcal/mol are a 1.8; b 0.0.